Here is a cluster of 2 separate species, C10H26BOP in total in a non-equilibrium geometry from OMol25. Energies are from ωB97M-V/def2-TZVPD.

Geometry (Å):
C -2.56791 -1.42728 2.38009
C -2.78402 0.07622 1.99934
C -1.85475 0.51976 0.81013
C -2.26018 -0.28968 -0.46304
C -1.09461 -0.61599 -1.45244
C 0.21766 -1.11181 -0.77989
C 1.21940 -1.72856 -1.80602
C 2.59554 -2.11123 -1.17655
B 3.41974 -0.89552 -0.52576
P 3.80433 0.77520 -1.32563
C 3.90627 2.05790 0.07122
C 2.38526 1.40703 -2.38989
H -1.80682 -1.90738 1.72506
H -3.50459 -2.00647 2.23241
H -2.24705 -1.58550 3.42378
H -3.84664 0.29073 1.78831
H -2.51643 0.67323 2.89434
H -1.96086 1.59721 0.58218
H -0.82232 0.34235 1.16071
H -2.80193 -1.22959 -0.25196
H -2.97860 0.34989 -1.02525
H -1.45294 -1.45535 -2.09525
H -0.85064 0.20575 -2.15637
H 0.67434 -0.22426 -0.27675
H 0.06280 -1.86063 0.02246
H 0.74566 -2.68130 -2.14296
H 1.29899 -1.11385 -2.72635
H 3.18327 -2.69963 -1.91888
H 2.37690 -2.83231 -0.35304
H 3.86000 -1.06136 0.57397
H 4.82103 2.66483 -0.06868
H 3.94242 1.58159 1.06660
H 2.99393 2.68854 0.04601
H 2.37187 2.51591 -2.37538
H 2.56540 1.11606 -3.44422
H 1.39150 1.06887 -2.04352
O -3.83140 2.78745 3.45548
H -4.07210 3.07171 2.56893
H -4.58252 3.04745 3.99681

Forces on atoms 1 to 3 (eV/Å):
C -0.3 -0.3 -0.6
C 0.9 0.3 0.5
C -1.1 -0.8 0.4

The value obtained for the electronic energy is -838.010102 a.u. Its energy above the lowest of the compared OMol25 structures with the same formula, charge and spin is 52.51 kJ/mol. Its HOMO-LUMO gap is 8.7 eV. As for the SMILES: CCCCCCCCBP(C)C.O. Its spin multiplicity is 1. The molecular weight is 204.1 g mol⁻¹. As for the net charge: 0.